(1)
{
  "formula": "C23H40BBrClF6N2O7P",
  "method": "ωB97M-V/def2-TZVPD",
  "elements": ["C", "C", "O", "P", "O", "C", "C", "C", "C", "O", "C", "N", "C", "Cl", "O", "C", "C", "C", "C", "C", "C", "C", "C", "F", "C", "F", "F", "F", "N", "C", "C", "C", "F", "B", "O", "O", "C", "F", "O", "C", "C", "H", "H", "H", "H", "H", "H", "H", "H", "H", "H", "H", "H", "H", "H", "H", "H", "H", "H", "H", "H", "H", "H", "H", "H", "H", "H", "H", "H", "H", "H", "H", "H", "H", "H", "H", "H", "H", "H", "H", "H", "Br"],
  "positions_angstrom": [[4.1846, -3.3944, -1.4752], [3.2269, -2.7853, -0.4698], [3.6356, -3.1033, 0.8851], [3.4784, -2.0668, 2.0796], [4.2914, -2.4471, 3.2396], [1.7284, -1.9508, 2.5371], [0.8304, -1.7153, 1.3168], [-0.6494, -1.4086, 1.6565], [-1.0348, 0.0660, 1.5495], [0.1288, 0.8348, 1.9400], [0.0998, 1.2074, 3.1828], [0.0886, 1.5455, 4.2829], [-1.4547, 0.5271, 0.1370], [0.0180, 0.8104, -0.8312], [-2.2676, 1.6332, 0.1975], [-1.7053, 2.8511, 0.7276], [-2.1776, 4.0770, -0.0484], [-2.1122, 3.8948, -1.5678], [-1.4807, 5.3283, 0.5229], [-0.1401, 5.7987, -0.0760], [-0.2910, 6.6726, -1.3337], [0.8981, 4.7019, -0.3205], [-2.4426, -0.5277, -0.4953], [-3.4906, -0.4971, 0.3742], [-3.0650, -0.0146, -1.8868], [-2.3303, 0.9072, -2.4468], [-3.2269, -0.9919, -2.7888], [-4.2545, 0.4806, -1.6479], [-2.0181, -1.9930, -0.4247], [-3.1812, -2.9367, -0.8613], [-3.1424, -4.3904, -0.3851], [-4.1495, -4.7459, 0.7133], [-4.5154, -6.0614, 0.5290], [-0.8765, -2.4124, -1.4518], [-0.6081, -1.5685, -2.4666], [-0.2867, -3.5890, -1.1872], [-1.5978, -2.3641, 0.9806], [-2.7385, -2.5202, 1.7176], [3.7514, -0.6156, 1.4952], [5.1222, -0.3558, 1.0402], [5.1497, 0.1207, -0.4056], [5.2010, -3.2925, -1.1022], [3.9166, -4.4412, -1.6436], [4.0915, -2.8678, -2.4222], [3.2086, -1.7048, -0.6234], [2.2127, -3.1562, -0.6246], [1.4762, -2.9050, 3.0025], [1.6464, -1.1265, 3.2471], [1.2692, -0.9459, 0.6852], [0.8539, -2.6361, 0.7352], [-0.7682, -1.6535, 2.7187], [-1.8381, 0.3228, 2.2401], [-0.6190, 2.8266, 0.7746], [-2.0643, 2.9563, 1.7575], [-3.2410, 4.1846, 0.1927], [-2.9968, 3.3463, -1.8987], [-1.2578, 3.2993, -1.8914], [-2.1337, 4.8489, -2.0903], [-2.1882, 6.1585, 0.4595], [-1.3143, 5.1659, 1.5949], [0.2966, 6.4552, 0.6842], [0.5737, 7.3364, -1.4057], [-1.1928, 7.2829, -1.3000], [-0.2693, 6.0662, -2.2411], [1.8658, 5.1756, -0.5087], [0.6794, 4.1138, -1.2134], [1.0494, 4.0544, 0.5453], [-3.1311, -2.9572, -1.9444], [-4.1237, -2.4582, -0.6108], [-3.4503, -5.0023, -1.2371], [-2.1545, -4.7605, -0.1238], [-3.7376, -4.6558, 1.7141], [-5.0449, -4.1274, 0.6242], [-0.8753, -1.8389, -3.3532], [-0.1325, -4.1834, -1.9320], [-1.1173, -3.3363, 0.9396], [5.5289, 0.3966, 1.7122], [5.7279, -1.2580, 1.1450], [4.1901, 0.5527, -0.6993], [5.9076, 0.8993, -0.5052], [5.4271, -0.6757, -1.1015], [6.9679, -2.5196, -2.5495]],
  "forces_ev_per_a": [[-1.0, -0.3, 0.7], [0.1, 0.1, -0.6], [-0.5, 0.3, -0.1], [0.7, -0.1, 0.9], [-0.2, -0.1, -0.2], [-0.2, 0.2, -0.7], [0.0, -0.2, -0.3], [0.4, 0.2, 0.6], [0.2, -0.3, -0.1], [-0.2, 0.2, 0.3], [0.1, 0.0, -0.1], [0.0, 0.0, 0.0], [0.0, 0.1, 0.2], [0.1, -0.2, -0.1], [0.3, 0.1, -0.5], [0.0, 0.7, 0.5], [-0.3, -0.1, -0.1], [-0.3, -0.3, 0.0], [0.2, -0.1, 0.0], [0.0, 0.1, 0.0], [0.4, -0.2, 0.1], [0.3, 0.3, 0.0], [-0.5, 0.1, 0.6], [-0.3, -0.1, 0.1], [0.4, -0.2, 0.2], [0.5, 0.3, -0.3], [0.0, -0.5, -0.2], [-0.6, 0.2, 0.2], [0.8, 0.0, -0.3], [0.1, -0.3, -0.5], [-0.3, -0.3, 0.3], [0.2, 0.3, -0.1], [-0.1, -0.2, 0.0], [0.5, 0.3, -0.3], [-0.9, -0.3, 0.0], [-1.0, -0.3, 0.1], [0.0, 0.0, 0.6], [-0.2, 0.2, 0.0], [-0.1, -0.2, -0.3], [0.2, 0.2, -0.2], [0.0, 0.0, 0.0], [-0.1, -0.1, -0.3], [0.3, -0.1, 0.1], [0.2, 0.0, 0.0], [0.0, 0.0, 0.3], [-0.1, -0.1, 0.1], [0.0, 0.1, 0.3], [0.0, -0.1, 0.2], [-0.1, 0.1, 0.0], [0.0, 0.0, -0.1], [-0.1, -0.1, -0.1], [-0.2, -0.1, -0.2], [0.0, -0.3, -0.3], [0.0, -0.1, 0.0], [0.0, 0.0, 0.0], [0.0, 0.0, 0.0], [0.1, 0.3, 0.0], [0.1, 0.0, 0.0], [0.1, 0.0, 0.0], [-0.1, 0.0, 0.0], [-0.1, 0.0, 0.1], [-0.1, 0.1, 0.0], [0.0, 0.0, -0.1], [-0.3, 0.1, 0.0], [0.0, 0.0, 0.0], [-0.1, -0.1, 0.2], [-0.1, -0.1, 0.0], [0.1, 0.1, 0.0], [0.1, 0.1, 0.2], [0.0, 0.1, -0.1], [0.1, 0.1, 0.0], [0.0, 0.0, 0.0], [0.0, 0.0, 0.1], [0.4, 0.1, -0.1], [0.6, 0.2, 0.0], [-0.1, 0.0, -0.3], [-0.1, 0.0, 0.1], [-0.1, 0.0, 0.1], [0.0, 0.0, 0.1], [0.0, 0.0, -0.1], [0.0, 0.0, 0.0], [0.6, 0.3, -0.3]],
  "mulliken_charge": [-1.608, 1.113, -0.394, 0.783, -0.809, -0.550, -1.491, 0.865, -2.000, -0.665, 0.858, -0.590, 2.221, -0.141, -0.683, -0.744, 0.988, -1.611, -1.523, 0.846, -1.652, -1.314, -0.116, -0.357, 0.576, -0.204, -0.298, -0.263, 0.578, -0.731, -0.771, -0.277, -0.339, 0.944, -0.594, -0.806, -1.054, -0.452, -0.320, -0.342, -0.850, 0.255, 0.389, 0.426, -0.018, -0.272, 0.333, 0.230, 0.645, 0.466, 0.756, 0.674, -0.011, 0.306, 0.475, 0.349, 0.179, 0.452, 0.509, 0.370, 0.428, 0.444, 0.373, 0.353, 0.512, 0.156, 0.196, 0.691, 0.428, 0.515, 0.213, 0.242, 0.268, 0.352, 0.358, 1.141, 0.464, 0.363, 0.107, 0.373, 0.132, -0.846],
  "e_above_lowest_kcal_mol": 0.0
}

***

(2)
{
  "formula": "C45H76BBrFNO15",
  "method": "ωB97M-V/def2-TZVPD",
  "elements": ["C", "C", "N", "C", "C", "C", "C", "O", "F", "C", "C", "C", "C", "C", "C", "C", "C", "C", "C", "C", "C", "C", "C", "C", "C", "O", "C", "O", "C", "O", "C", "C", "C", "B", "O", "C", "C", "C", "C", "C", "C", "Br", "C", "C", "C", "O", "H", "H", "H", "H", "H", "H", "H", "H", "H", "H", "H", "H", "H", "H", "H", "H", "H", "H", "H", "H", "H", "H", "H", "H", "H", "H", "H", "H", "H", "H", "H", "H", "H", "H", "H", "H", "H", "H", "H", "H", "C", "O", "H", "H", "H", "H", "C", "O", "H", "H", "H", "H", "C", "O", "H", "H", "H", "H", "C", "O", "H", "H", "H", "H", "C", "O", "H", "H", "H", "H", "C", "O", "H", "H", "H", "H", "C", "O", "H", "H", "H", "H", "C", "O", "H", "H", "H", "H", "C", "O", "H", "H", "H", "H"],
  "positions_angstrom": [[-3.8398, -1.1770, 0.2713], [-2.8239, 0.0129, -0.0973], [-2.3393, 0.0051, -1.5263], [-0.8713, -0.1785, -1.5714], [-0.2216, -1.5686, -1.9484], [-1.1540, -2.8521, -2.3009], [-1.4255, -3.5726, -0.8624], [-1.2297, -2.9708, 0.2279], [-1.8588, -4.9438, -0.7515], [1.3458, -1.7991, -1.9648], [1.9994, -3.2292, -2.3384], [2.1554, -4.1874, -1.0344], [2.8742, -3.6445, 0.2322], [3.0917, -4.5322, 1.4897], [2.5433, -5.9886, 1.4771], [1.8234, -6.5292, 0.1908], [1.5975, -5.6526, -1.1032], [0.8291, -6.2665, -2.3880], [2.2095, -0.5444, -1.5678], [1.5643, 0.8528, -1.1855], [-0.0006, 1.0873, -1.1772], [-0.6294, 2.4960, -0.7582], [-1.2168, 3.3634, -1.9821], [-2.7606, 3.8415, -1.7527], [-3.6430, 3.0895, -2.9054], [-4.9485, 2.7903, -2.3140], [-5.1931, 1.3854, -2.2848], [-6.0210, 0.8206, -1.5145], [2.5679, 2.0517, -0.7544], [2.4427, 3.2453, -1.1435], [3.7931, 1.5718, 0.1913], [4.2435, 2.4292, 1.4085], [5.3989, 1.8813, 2.3032], [5.9364, 2.7208, 3.6179], [7.1447, 3.5144, 3.5495], [5.1614, 2.6647, 5.0687], [3.5570, 2.3847, 4.9019], [6.0244, 0.5043, 1.9223], [7.1940, -0.1184, 2.8584], [6.4106, -0.7670, 4.1414], [5.4956, -2.0351, 3.7404], [3.5744, -1.5233, 3.3747], [5.5927, -0.3717, 0.6878], [4.4409, 0.1778, -0.1978], [3.8266, -0.6010, -1.4804], [4.5627, -1.1584, -2.3361], [-3.8005, -2.0820, -0.4280], [-3.5534, -1.5613, 1.3246], [-4.9087, -0.7472, 0.3999], [-1.8770, -0.0498, 0.5713], [-3.2820, 1.0419, 0.1086], [-2.8404, -0.7751, -1.9812], [-0.6339, -3.5987, -2.9955], [-2.1487, -2.5434, -2.7936], [3.0805, -3.1056, -2.7420], [1.4290, -3.7678, -3.1855], [3.2899, -2.5752, 0.2712], [3.6403, -4.1702, 2.4225], [2.6964, -6.6135, 2.4250], [1.4239, -7.6049, 0.1313], [-0.2351, -5.8314, -2.3600], [1.3421, -5.8537, -3.3327], [0.8610, -7.4082, -2.4333], [0.1405, 3.1429, -0.1855], [-1.5026, 2.3493, -0.0075], [-1.0750, 2.8820, -3.0189], [-0.5983, 4.3442, -2.0179], [-2.8836, 4.9810, -1.8217], [-3.1801, 3.5053, -0.7422], [-3.7338, 3.7759, -3.8226], [-3.0840, 2.1357, -3.2110], [-4.6453, 0.7060, -3.0316], [3.7373, 3.4197, 1.6619], [6.9223, 4.3373, 4.0603], [5.2409, 3.7360, 5.5054], [5.6538, 1.8747, 5.7521], [3.4801, 1.2443, 4.7011], [3.1368, 2.9979, 4.0201], [3.0410, 2.6597, 5.8980], [7.9641, 0.6619, 3.1803], [7.6374, -1.0176, 2.2954], [7.1784, -1.0368, 4.9702], [5.6941, -0.0062, 4.6388], [5.4268, -2.7554, 4.6450], [5.9246, -2.5386, 2.8064], [6.0771, -1.3781, 0.4143], [-5.3773, -4.4429, 1.8629], [-4.5075, -3.4585, 2.3991], [-6.4080, -4.1145, 2.0002], [-5.1773, -4.5694, 0.7955], [-5.2275, -5.3912, 2.3853], [-3.6030, -3.7738, 2.2645], [-8.1645, 4.4718, -3.4785], [-7.6236, 4.6756, -2.1819], [-9.0853, 5.0465, -3.5713], [-7.4489, 4.8108, -4.2331], [-8.3848, 3.4116, -3.6217], [-6.8107, 4.1556, -2.1279], [2.0098, 5.7817, 4.9084], [3.1839, 5.1212, 4.4578], [1.1953, 5.0582, 4.9559], [2.1809, 6.1990, 5.9037], [1.7445, 6.5793, 4.2100], [3.8879, 5.7828, 4.4248], [1.1346, 6.0035, -0.6189], [-0.1528, 6.4437, -1.0316], [1.2962, 4.9901, -0.9879], [1.8995, 6.6653, -1.0330], [1.1903, 6.0041, 0.4734], [-0.2703, 7.3408, -0.6930], [-1.5817, -7.3572, -5.4726], [-1.2292, -5.9858, -5.3660], [-0.8777, -7.9482, -4.8858], [-2.5921, -7.5093, -5.0851], [-1.5322, -7.6700, -6.5186], [-1.8663, -5.4861, -5.8931], [7.6701, 4.8948, -0.1225], [8.3052, 5.5276, 0.9781], [8.1094, 5.2715, -1.0468], [7.8222, 3.8141, -0.0642], [6.6008, 5.1218, -0.1119], [7.8975, 5.1759, 1.7825], [6.6678, -5.7869, 3.0423], [7.5536, -4.8064, 3.5638], [5.6414, -5.4516, 3.1956], [6.8494, -5.9162, 1.9726], [6.8197, -6.7353, 3.5639], [8.4528, -5.1271, 3.4156], [-11.2126, 2.3750, -3.4870], [-10.8928, 3.4119, -4.4035], [-10.4563, 1.5927, -3.5619], [-11.2214, 2.7731, -2.4696], [-12.1917, 1.9562, -3.7325], [-11.5760, 4.0893, -4.3167], [-11.9363, -0.6580, -1.0012], [-12.8206, 0.4470, -0.8888], [-11.6989, -0.8132, -2.0542], [-11.0156, -0.4509, -0.4501], [-12.4158, -1.5558, -0.6028], [-13.0140, 0.5624, 0.0506]],
  "forces_ev_per_a": [[-0.1, 0.7, 1.4], [0.4, 0.2, 1.1], [1.6, -1.1, 0.5], [2.6, -0.3, -0.2], [1.8, 1.7, 0.3], [0.3, 0.1, 1.0], [0.8, 2.0, 4.5], [-1.2, -3.2, -5.4], [0.8, 2.8, -1.1], [-1.4, 3.5, 0.6], [0.7, 0.1, 0.7], [-0.2, -1.6, 1.7], [-0.8, -3.2, 0.4], [-2.0, -1.9, -3.3], [-0.3, 2.4, -3.2], [0.9, 2.9, -0.2], [2.0, 0.8, 3.5], [0.8, 1.5, 0.6], [-2.1, 0.3, 0.2], [-1.9, -1.9, -0.4], [2.3, -3.1, -0.8], [-0.4, -0.3, 0.3], [0.3, 1.7, 0.2], [0.0, -1.0, -1.1], [1.4, 1.1, 0.5], [0.2, -3.3, -0.7], [-2.7, -1.3, 2.2], [3.3, 3.0, -3.0], [0.4, 1.1, -0.5], [0.3, -4.4, 1.6], [1.1, -0.9, 1.0], [1.7, -3.7, -1.0], [-0.9, -2.1, -3.2], [0.5, -0.2, 0.4], [-2.7, 0.2, -0.1], [-1.1, 0.9, -0.7], [1.1, -0.9, 0.2], [-0.9, 0.4, -1.6], [-2.3, -0.5, 0.0], [-0.2, 0.4, 0.4], [1.1, 0.0, 0.8], [1.2, -0.2, 0.2], [-2.2, 3.8, 0.2], [0.7, 1.8, 2.7], [0.8, -0.3, -1.0], [-2.7, 1.7, 3.2], [-0.1, 1.4, 0.8], [-0.5, 0.6, -1.9], [1.7, -0.9, -0.6], [-1.7, 0.0, -1.0], [0.3, -1.5, -0.2], [0.8, 0.6, 0.2], [-0.8, 1.2, 1.0], [1.5, -0.6, 0.9], [-1.9, 0.2, 0.7], [0.7, 1.0, 1.6], [-0.8, -1.8, -0.2], [-1.0, -0.4, -1.7], [-0.4, 0.8, -1.8], [0.7, 1.8, 0.3], [1.5, -1.1, -0.2], [-0.8, -0.8, 1.4], [-0.2, 1.7, 0.3], [-1.1, -1.3, -1.1], [1.5, -0.1, -1.3], [-0.3, 0.5, 1.7], [-1.0, -1.8, 0.0], [0.3, -1.8, 0.0], [0.7, 0.4, -1.4], [-0.2, -1.1, 1.4], [-1.0, 1.3, 0.5], [-0.3, 1.6, 0.8], [0.7, -1.6, -0.6], [0.8, -1.3, -0.2], [0.2, -1.8, -0.2], [-0.7, 1.5, -0.9], [-0.3, 1.9, 0.3], [0.6, -1.3, 1.7], [0.6, -0.5, -1.8], [-1.1, -1.2, -0.5], [-0.3, 1.6, 0.8], [-1.2, 0.1, -1.5], [1.3, -1.1, -0.9], [0.2, 1.1, -1.8], [-0.9, 0.5, 1.4], [-0.7, 1.8, 0.6], [0.3, 0.0, 0.0], [0.2, 0.0, 0.1], [0.1, 0.0, 0.0], [-0.2, -0.2, 0.0], [-0.2, -0.1, -0.1], [-0.2, 0.2, 0.1], [0.3, -0.1, 0.2], [0.2, 0.1, 0.2], [0.1, -0.1, 0.1], [-0.1, 0.0, -0.2], [-0.1, 0.1, -0.2], [-0.1, 0.1, 0.1], [0.1, 0.2, 0.0], [0.4, 0.4, -0.1], [0.2, 0.0, 0.0], [-0.2, 0.1, 0.0], [-0.2, 0.0, 0.1], [-0.2, -0.2, 0.0], [-0.1, 0.1, 0.0], [-0.3, 0.2, 0.0], [-0.1, 0.3, 0.0], [0.2, -0.1, 0.1], [0.2, -0.1, 0.0], [-0.1, -0.3, -0.2], [-0.2, 0.1, -0.1], [0.0, 0.3, 0.0], [0.0, 0.2, 0.0], [0.0, -0.2, 0.0], [0.0, -0.2, 0.1], [0.2, -0.1, 0.1], [-0.1, -0.1, 0.3], [0.0, 0.1, 0.3], [0.0, 0.0, 0.2], [-0.1, 0.0, -0.2], [0.0, -0.1, -0.2], [0.2, 0.0, -0.2], [0.2, -0.1, -0.1], [0.2, 0.2, 0.1], [0.1, 0.0, 0.0], [-0.2, -0.1, 0.0], [-0.2, -0.1, -0.1], [-0.2, 0.2, 0.1], [-0.2, 0.2, 0.1], [-0.1, 0.2, -0.3], [0.0, 0.1, -0.1], [0.0, -0.3, 0.1], [0.0, -0.2, 0.2], [0.2, -0.2, -0.1], [-0.1, 0.1, 0.3], [-0.1, 0.2, 0.1], [-0.1, 0.1, 0.1], [0.1, -0.2, -0.1], [0.2, -0.1, -0.1], [0.0, 0.0, -0.3]],
  "mulliken_charge": [-0.999, -0.315, 0.325, -0.432, 0.626, -0.937, 0.548, -0.419, -0.373, 0.260, -0.934, 0.821, 0.205, -0.345, -0.838, -0.816, 0.601, -0.863, 0.349, 0.308, -0.076, -0.774, -0.703, -0.613, -0.294, -0.227, 0.180, -0.542, -0.383, -0.657, 0.359, -0.629, 0.740, 0.585, -0.707, -0.542, -0.459, -0.045, -1.363, -0.041, -0.605, -0.156, -0.643, 0.327, -0.114, -0.592, 0.131, 0.254, 0.375, 0.350, 0.242, 0.408, 0.130, 0.450, 0.328, 0.224, -0.156, 0.146, 0.321, 0.251, 0.045, 0.275, 0.464, 0.457, 0.421, 0.591, 0.187, 0.320, 0.308, 0.260, 0.227, 0.340, 0.417, 0.318, 0.349, 0.311, -0.003, 0.014, 0.349, 0.345, 0.409, 0.355, -0.096, 0.529, 0.102, 0.274, -0.602, -0.469, 0.238, 0.227, 0.304, 0.295, -0.336, -0.542, 0.183, 0.261, 0.119, 0.313, -0.720, -0.292, 0.251, 0.305, 0.272, 0.230, -0.118, -0.492, -0.082, 0.346, 0.144, 0.304, -0.562, -0.457, 0.193, 0.269, 0.292, 0.277, -0.429, -0.550, 0.296, 0.195, 0.176, 0.315, -0.428, -0.492, 0.048, 0.279, 0.337, 0.282, -0.658, -0.526, 0.230, 0.316, 0.333, 0.297, -0.530, -0.496, 0.197, 0.254, 0.295, 0.289]
}

***

(3)
{
  "formula": "C5H11NO",
  "method": "ωB97M-V/def2-TZVPD",
  "elements": ["O", "C", "C", "C", "C", "C", "N", "H", "H", "H", "H", "H", "H", "H", "H", "H", "H", "H"],
  "positions_angstrom": [[2.7998, -0.8138, -1.6518], [1.9295, -0.9212, -0.8269], [1.2670, 0.3183, -0.1690], [-0.2436, 0.0565, -0.4370], [-1.4099, 0.4201, 0.5567], [-1.9721, -0.8467, 1.2663], [1.5546, 1.5995, -0.6671], [1.5735, -1.9788, -0.4097], [1.3348, 0.2294, 0.9654], [-0.3801, -1.0434, -0.6394], [-0.6001, 0.5064, -1.5603], [-1.0933, 1.2419, 1.2354], [-2.2339, 0.7631, -0.1489], [-2.9693, -0.9460, 0.8306], [-1.4440, -1.7331, 1.2111], [-2.2722, -0.7563, 2.2315], [1.9744, 1.7878, -1.6520], [2.1849, 2.1165, -0.1349]],
  "forces_ev_per_a": [[-0.7, -0.4, 0.2], [0.9, -0.3, 1.0], [-2.4, -1.8, 0.4], [-2.3, -0.7, -3.2], [0.5, 0.0, -1.0], [-1.5, 2.2, -2.4], [1.2, 1.9, -2.9], [0.5, 1.8, -0.8], [0.5, 0.3, -1.3], [0.1, 0.8, 0.3], [1.6, -0.9, 3.0], [-0.4, -0.5, -0.4], [1.0, 0.1, 1.3], [0.2, -0.8, -0.4], [1.3, -1.7, -0.6], [-0.2, 0.9, 3.3], [-1.4, -1.6, 2.0], [1.1, 0.8, 1.5]],
  "nbo_charge": [-0.524, 0.440, -0.177, -0.375, -0.410, -0.622, -0.850, 0.109, 0.217, 0.189, 0.206, 0.209, 0.211, 0.209, 0.202, 0.210, 0.391, 0.364],
  "e_above_lowest_kcal_mol": 67.6
}

***

no.,orbital gap (eV),E (eV),HOMO level (Ha)
1,4.07,-150648.440,-0.2082
2,7.41,-153516.931,-0.3084
3,10.10,-8898.766,-0.3345